{
  "formula": "C10H6O",
  "method": "wB97M-V/def2-TZVPD",
  "largest_force_ev_per_a": 4.51,
  "homo_lumo_gap_ev": [7.493, 7.286],
  "molar_mass_g_mol": 142.2,
  "total_charge": 0,
  "smiles": "C1=C[C@]23C[C@]12C1=C3C=C2O[C@@H]21",
  "e_above_lowest_kcal_mol": 113.26,
  "symbols": ["C", "H", "C", "C", "C", "H", "O", "C", "H", "H", "C", "H", "H", "C", "C", "C", "C"],
  "coordinates": [[-0.95057, 0.81652, -0.48062], [1.57755, 2.51090, 0.53194], [-0.87643, -0.91319, -0.47094], [-1.54164, -0.09184, -1.49796], [0.57903, 0.80954, -0.44247], [-1.81253, 1.34179, 1.65546], [3.02426, -0.48476, -0.27914], [1.65189, 1.49402, 0.05329], [-1.00562, -0.02933, -2.47141], [1.86204, -1.96626, 1.02352], [-1.60372, -0.87315, 0.80017], [-1.71492, -1.60471, 1.57515], [-2.53825, -0.23534, -1.48997], [-1.58184, 0.44202, 0.92569], [2.44081, 0.37845, 0.61575], [0.66081, -0.58194, -0.38578], [1.82913, -1.01271, 0.33734]],
  "forces_ev_per_angstrom": [[-0.647, -0.733, 1.443], [0.486, -1.099, -1.011], [2.969, 0.075, -0.773], [4.137, 0.545, -1.707], [-0.416, 0.649, -0.387], [0.162, -2.536, -1.150], [0.664, 0.546, 0.340], [-1.506, 1.552, 1.232], [-0.783, -0.160, 0.634], [0.321, 2.033, -1.590], [0.290, 0.751, 2.262], [-0.570, -0.567, -0.150], [-3.261, -0.099, -0.235], [-0.406, 3.625, 0.325], [0.514, -1.887, -0.840], [-0.872, -1.208, -0.223], [-1.083, -1.488, 1.829]]
}